The following is a DFT calculation (wB97M-V/def2-TZVPD) of the molecule C4H5FO in a non-equilibrium geometry.

**LUMO energy**: 0.0292 Ha
**E**: -8990.9893 eV
**Gap between HOMO and LUMO**: 10.95 eV
**Total charge**: 0
**SMILES**: CC#C[C@H](O)F
**Multiplicity**: 1
**Energy above the lowest of the compared OMol25 structures with the same formula, charge and spin**: 196.86 kJ/mol
**HOMO level**: -10.158 eV

Positions of all 11 atoms, in Å:
F1 2.487 -1.165 -0.215
O1 2.444 1.068 -0.231
C1 1.918 -0.040 0.371
C2 0.247 0.038 0.294
C3 -2.325 -0.329 -0.136
C4 -0.925 -0.103 0.030
H1 2.286 0.038 1.467
H2 -2.725 0.730 -0.309
H3 -2.572 -0.816 -0.999
H4 1.822 1.371 -0.946
H5 -2.657 -0.793 0.674

For each atom in turn, the Mulliken charge in e is: -0.256, -0.491, 0.249, -0.536, -1.333, 0.876, 0.197, 0.271, 0.351, 0.330, 0.342


The following is a DFT calculation (wB97M-V/def2-TZVPD) of a structure of composition C12H18FGeN2O4PdS3Se.

**LUMO energy**: -0.2462 Ha
**E**: -184464.1811 eV
**Gap between HOMO and LUMO**: 4.71 eV
**Total charge**: +1
**Multiplicity**: 1
**Energy above the lowest of the compared OMol25 structures with the same formula, charge and spin**: 51.89 kJ/mol
**HOMO level**: -11.413 eV

Positions of all 43 atoms, in Å:
Pd1 0.131 0.020 0.537
Se1 2.237 -0.055 -0.454
Ge1 5.376 0.706 -0.103
S1 0.371 2.250 1.037
S2 0.166 3.028 3.777
S3 0.541 0.121 2.795
F1 -5.036 -4.763 -1.623
O1 -0.894 0.150 -1.245
O2 -4.920 0.101 0.614
O3 -6.683 -4.097 0.507
O4 -1.789 -1.097 0.332
N1 -5.795 -1.999 0.537
N2 -4.187 -1.328 -1.002
C1 3.612 0.353 0.827
C2 2.294 -1.993 -0.355
C3 -4.203 -2.595 -1.558
C4 -5.007 -3.548 -1.086
C5 6.701 0.629 1.317
C6 -5.916 -3.298 0.041
C7 5.606 -0.705 -1.436
C8 -4.969 -0.991 0.097
C9 5.187 2.461 -0.924
C10 -1.919 -0.463 -0.742
C11 -3.243 -0.339 -1.450
C12 0.372 1.830 2.712
H1 4.760 -0.774 -2.124
H2 6.486 -0.492 -2.043
H3 5.177 3.242 -0.163
H4 1.987 -2.323 0.636
H5 7.688 0.855 0.913
H6 6.737 -0.362 1.766
H7 4.267 2.536 -1.506
H8 6.019 2.656 -1.599
H9 -6.386 -1.763 1.324
H10 6.480 1.358 2.096
H11 3.662 -0.471 1.538
H12 1.649 -2.395 -1.132
H13 3.332 -2.266 -0.538
H14 -3.543 -2.765 -2.397
H15 -3.642 0.644 -1.190
H16 5.761 -1.676 -0.965
H17 -3.104 -0.375 -2.530
H18 3.282 1.253 1.346

For each atom in turn, the Mulliken charge in e is: -0.280, 0.715, 0.518, -0.021, -0.083, -0.166, -0.294, -0.727, -0.622, -0.560, -0.928, -0.084, 0.119, -1.093, -1.017, 0.024, 0.238, -1.120, 0.314, -1.238, 0.485, -1.112, 1.957, -1.315, 0.351, 0.415, 0.384, 0.357, 0.412, 0.379, 0.369, 0.385, 0.382, 0.237, 0.376, 0.515, 0.367, 0.325, 0.430, 0.411, 0.365, 0.408, 0.422


The following is a DFT calculation (wB97M-V/def2-TZVPD) of the molecule C19H20N2O.

**LUMO energy**: 0.0185 Ha
**E**: -25055.8787 eV
**Gap between HOMO and LUMO**: 8.05 eV
**Total charge**: 0
**SMILES**: CCOc1ccc(Nc2cc(C)nc3c(C)cccc23)cc1
**Multiplicity**: 1
**Energy above the lowest of the compared OMol25 structures with the same formula, charge and spin**: 45.77 kJ/mol
**HOMO level**: -7.545 eV

Positions of all 42 atoms, in Å:
O1 -0.005 0.618 4.866
N1 -0.121 -1.086 -3.848
N2 -2.045 -0.284 -0.219
C1 1.530 0.775 6.664
C2 -1.859 -1.484 -2.272
C3 -0.284 0.285 -1.844
C4 -1.472 -0.069 1.034
C5 -0.416 0.365 3.591
C6 -0.132 -0.326 1.303
C7 1.245 2.133 -1.646
C8 -1.192 -1.740 -3.481
C9 -1.687 -2.818 -4.395
C10 2.105 0.229 -4.818
C11 -1.768 0.595 3.331
C12 -2.287 0.381 2.074
C13 0.394 -0.102 2.563
C14 1.895 1.731 -2.819
C15 0.330 -0.079 -3.073
C16 1.351 0.405 5.200
C17 -1.389 -0.511 -1.413
C18 1.454 0.652 -3.540
C19 0.178 1.427 -1.163
H1 -1.035 -2.886 -5.261
H2 2.563 0.623 6.961
H3 1.999 1.030 4.569
H4 0.885 0.157 7.283
H5 2.970 0.849 -5.039
H6 2.411 -0.813 -4.751
H7 -1.701 -3.776 -3.879
H8 -3.336 0.563 1.887
H9 -2.723 -2.076 -2.003
H10 0.510 -0.704 0.523
H11 -2.394 0.946 4.136
H12 -2.991 -0.640 -0.187
H13 2.746 2.298 -3.169
H14 -2.701 -2.596 -4.725
H15 1.440 -0.310 2.728
H16 1.590 3.013 -1.123
H17 1.390 0.301 -5.635
H18 1.262 1.817 6.818
H19 1.619 -0.649 5.040
H20 -0.328 1.754 -0.268

For each atom in turn, the Mulliken charge in e is: -0.396, -0.533, -0.139, -1.420, -0.905, 0.738, -0.400, 0.611, -0.125, -0.787, 0.296, -1.378, -1.461, -0.635, -0.446, -0.481, -0.721, -0.413, -0.252, 0.521, 1.290, -0.464, 0.349, 0.415, 0.352, 0.329, 0.381, 0.322, 0.314, 0.391, 0.393, 0.507, 0.418, 0.272, 0.357, 0.321, 0.386, 0.409, 0.315, 0.322, 0.351, 0.595


The following is a DFT calculation (wB97M-V/def2-TZVPD) of a structure of composition C27H31N3O4S in a non-equilibrium geometry.

**LUMO energy**: -0.0164 Ha
**E**: -51977.0778 eV
**Gap between HOMO and LUMO**: 7.61 eV
**Total charge**: 0
**Multiplicity**: 1
**Energy above the lowest of the compared OMol25 structures with the same formula, charge and spin**: 2143.64 kJ/mol
**HOMO level**: -8.055 eV

Positions of all 66 atoms, in Å:
S1 4.717 1.531 1.044
O1 6.023 2.123 0.879
O2 -1.603 -0.266 -2.241
O3 4.058 1.373 2.355
O4 -8.615 0.892 1.375
N1 3.660 2.547 0.185
N2 -7.821 -0.494 -0.299
N3 -2.439 0.735 -0.462
C1 -10.162 -0.685 0.268
C2 4.799 -0.584 -0.944
C3 1.547 -4.080 0.380
C4 4.242 -0.136 0.434
C5 0.836 -1.975 1.311
C6 4.387 -1.614 -1.457
C7 -6.501 -0.271 -0.420
C8 -4.750 1.038 0.727
C9 1.514 1.857 0.867
C10 -0.198 1.067 -0.706
C11 -6.057 0.763 0.663
C12 -1.433 0.600 -1.139
C13 -4.388 -0.365 -1.334
C14 4.826 -2.056 -2.805
C15 2.389 -3.209 2.514
C16 2.540 2.169 -0.356
C17 1.991 1.790 -1.525
C18 5.777 0.324 -1.657
C19 1.862 -3.029 1.246
C20 0.801 1.193 -1.816
C21 -5.639 -0.751 -1.197
C22 3.396 -2.451 -0.917
C23 -3.832 0.574 -0.483
C24 2.946 -1.955 0.407
C25 0.229 1.335 0.390
C26 3.439 -0.915 1.072
C27 -8.740 -0.030 0.520
H1 4.548 -1.203 -3.476
H2 -6.133 -1.240 -1.857
H3 2.409 -4.769 0.273
H4 -10.946 -0.374 0.877
H5 -10.463 -0.586 -0.812
H6 0.926 -3.881 -0.425
H7 -2.076 1.596 0.639
H8 2.631 2.055 -2.364
H9 6.665 -0.216 -2.186
H10 1.868 2.091 1.818
H11 -8.065 -1.148 -1.034
H12 -0.070 -2.514 2.147
H13 1.906 -4.009 3.185
H14 -3.794 -0.771 -2.058
H15 0.313 -1.819 0.543
H16 5.342 0.861 -2.272
H17 2.989 -3.375 -1.234
H18 0.481 1.251 -2.860
H19 3.050 -0.578 1.891
H20 -0.505 1.219 1.462
H21 0.982 -1.210 2.102
H22 2.897 -2.453 3.159
H23 3.482 -3.969 2.501
H24 -6.598 1.321 1.419
H25 5.997 -2.370 -2.635
H26 -4.200 1.828 1.160
H27 4.200 -2.938 -2.893
H28 -10.287 -1.794 0.421
H29 4.274 2.927 -1.035
H30 0.824 -4.676 1.033
H31 6.251 1.371 -0.983

For each atom in turn, the Mulliken charge in e is: 0.999, -0.663, -0.815, -0.660, -0.636, -0.411, -0.092, -0.022, -1.275, 0.242, -2.781, 0.810, -2.357, 1.307, 0.703, -0.875, -1.280, 2.253, -0.458, 0.023, -0.635, -1.778, -1.392, 0.321, -0.482, -1.745, 2.873, -1.180, -0.833, -1.231, 0.188, 0.471, -0.072, -1.880, 0.766, 0.301, 0.486, 0.461, 0.394, 0.283, 0.331, 0.159, 0.225, 0.352, 0.627, 0.177, 0.244, 0.330, 0.704, 0.872, 0.601, 0.613, 0.429, 1.330, -0.206, 0.411, 0.284, 0.247, 0.432, 0.307, 0.336, 0.341, 0.312, 0.441, 0.575, 0.193


The following is a DFT calculation (wB97M-V/def2-TZVPD) of the ion C8H15N2O with charge +1 in a non-equilibrium geometry.

**LUMO energy**: -0.1036 Ha
**E**: -13558.3845 eV
**Gap between HOMO and LUMO**: 11.12 eV
**Total charge**: +1
**SMILES**: CC(=O)NC1(C2([NH3+])CC2)CC1
**Multiplicity**: 1
**Energy above the lowest of the compared OMol25 structures with the same formula, charge and spin**: 280.37 kJ/mol
**HOMO level**: -13.942 eV

Positions of all 26 atoms, in Å:
O1 -0.094 -1.656 1.552
N1 1.679 0.152 1.098
N2 -1.328 -0.538 -0.027
C1 0.759 -1.246 -1.334
C2 0.264 -0.168 -2.300
C3 -1.176 -1.380 0.988
C4 0.867 1.005 0.190
C5 0.147 2.252 0.553
C6 1.307 2.264 -0.382
C7 -0.042 -0.128 -0.759
C8 -2.498 -2.000 1.498
H1 -3.372 -1.549 1.022
H2 -2.474 -3.081 1.239
H3 -0.892 2.645 0.264
H4 1.110 2.481 -1.411
H5 2.598 -0.093 0.650
H6 0.896 0.673 -2.654
H7 -0.551 -0.439 -2.940
H8 1.025 -0.633 1.488
H9 1.875 0.632 1.989
H10 1.782 -1.344 -0.934
H11 2.349 2.430 -0.100
H12 -2.564 -1.977 2.554
H13 0.376 2.671 1.600
H14 -2.247 -0.185 -0.246
H15 0.404 -2.228 -1.425

For each atom in turn, the Mulliken charge in e is: -0.738, -0.022, -0.071, -0.582, -0.521, 0.746, 0.046, -0.693, -0.537, 0.013, -1.070, 0.324, 0.288, 0.259, 0.298, 0.399, 0.221, 0.289, 0.296, 0.451, 0.124, 0.250, 0.341, 0.254, 0.303, 0.333


The following is a DFT calculation (wB97M-V/def2-TZVPD) of a cluster of 8 separate species, C8H24N8O16 in total in a non-equilibrium geometry.

**LUMO energy**: -0.0193 Ha
**E**: -53342.5652 eV
**Gap between HOMO and LUMO**: 9.70 eV
**Total charge**: 0
**SMILES**: C[N+](=O)[O-].C[N+](=O)[O-].C[N+](=O)[O-].C[N+](=O)[O-].C[N+](=O)[O-].C[N+](=O)[O-].C[N+](=O)[O-].C[N+](=O)[O-]
**Multiplicity**: 1
**Energy above the lowest of the compared OMol25 structures with the same formula, charge and spin**: 105.68 kJ/mol
**HOMO level**: -10.228 eV

Positions of all 56 atoms, in Å:
O1 2.108 -2.331 -1.790
O2 -3.049 5.950 2.617
O3 4.835 0.702 -4.248
O4 2.913 -1.086 2.712
O5 1.738 -2.530 0.264
O6 -0.469 2.212 -0.406
O7 -1.147 -4.927 1.315
O8 2.562 0.657 1.396
O9 -0.782 1.555 1.623
O10 4.861 0.199 -2.140
O11 -1.746 -0.871 -3.434
O12 -0.022 0.310 -3.315
O13 -3.877 6.385 0.734
O14 -3.815 1.174 1.598
O15 -1.594 -2.949 0.600
O16 -3.310 2.178 3.442
N1 -1.215 0.226 -3.456
N2 4.248 0.543 -3.163
N3 3.117 -0.351 1.730
N4 -3.444 1.167 2.798
N5 -1.162 -3.699 1.409
N6 -0.426 1.338 0.467
N7 -3.159 5.692 1.418
N8 1.750 -3.002 -0.841
C1 -0.093 -0.019 0.058
C2 4.138 -0.733 0.788
C3 -3.127 -0.157 3.390
C4 -2.498 4.441 0.821
C5 -0.374 -3.130 2.563
C6 2.767 0.844 -3.075
C7 1.409 -4.420 -1.027
C8 -1.959 1.491 -3.750
H1 -1.889 4.679 -0.051
H2 -1.960 1.566 -4.837
H3 -2.969 1.287 -3.395
H4 1.602 -5.002 -0.126
H5 0.346 -4.240 -1.188
H6 -3.250 3.672 0.643
H7 -2.626 -0.005 4.346
H8 0.632 -2.771 2.346
H9 -0.361 -3.748 3.460
H10 -1.531 2.328 -3.198
H11 2.665 1.780 -3.624
H12 -1.075 -0.355 -0.277
H13 -2.463 -0.674 2.698
H14 3.686 -1.364 0.022
H15 1.931 -4.844 -1.885
H16 -4.121 -0.587 3.517
H17 -0.974 -2.235 2.723
H18 0.299 -0.455 0.977
H19 2.245 0.166 -3.751
H20 4.988 -1.108 1.359
H21 2.440 0.808 -2.036
H22 0.586 -0.016 -0.795
H23 -1.897 4.089 1.660
H24 4.520 0.170 0.312

For each atom in turn, the Mulliken charge in e is: -0.512, -0.526, -0.549, -0.597, -0.404, -0.609, -0.560, -0.549, -0.603, -0.525, -0.552, -0.429, -0.562, -0.516, -0.476, -0.523, 0.812, 0.887, 1.058, 0.933, 0.922, 1.162, 0.877, 0.829, -0.332, -0.548, -0.536, -0.579, -0.044, -0.612, -0.880, -0.759, 0.292, 0.295, 0.323, 0.275, 0.370, 0.234, 0.318, 0.168, 0.326, 0.296, 0.420, 0.444, -0.056, 0.082, 0.298, 0.360, -0.281, 0.293, 0.310, 0.279, 0.082, -0.393, 0.254, 0.314


Repeat the third record exactly.
The following is a DFT calculation (wB97M-V/def2-TZVPD) of the molecule C19H20N2O.

**LUMO energy**: 0.0185 Ha
**E**: -25055.8787 eV
**Gap between HOMO and LUMO**: 8.05 eV
**Total charge**: 0
**SMILES**: CCOc1ccc(Nc2cc(C)nc3c(C)cccc23)cc1
**Multiplicity**: 1
**Energy above the lowest of the compared OMol25 structures with the same formula, charge and spin**: 45.77 kJ/mol
**HOMO level**: -7.545 eV

Positions of all 42 atoms, in Å:
O1 -0.005 0.618 4.866
N1 -0.121 -1.086 -3.848
N2 -2.045 -0.284 -0.219
C1 1.530 0.775 6.664
C2 -1.859 -1.484 -2.272
C3 -0.284 0.285 -1.844
C4 -1.472 -0.069 1.034
C5 -0.416 0.365 3.591
C6 -0.132 -0.326 1.303
C7 1.245 2.133 -1.646
C8 -1.192 -1.740 -3.481
C9 -1.687 -2.818 -4.395
C10 2.105 0.229 -4.818
C11 -1.768 0.595 3.331
C12 -2.287 0.381 2.074
C13 0.394 -0.102 2.563
C14 1.895 1.731 -2.819
C15 0.330 -0.079 -3.073
C16 1.351 0.405 5.200
C17 -1.389 -0.511 -1.413
C18 1.454 0.652 -3.540
C19 0.178 1.427 -1.163
H1 -1.035 -2.886 -5.261
H2 2.563 0.623 6.961
H3 1.999 1.030 4.569
H4 0.885 0.157 7.283
H5 2.970 0.849 -5.039
H6 2.411 -0.813 -4.751
H7 -1.701 -3.776 -3.879
H8 -3.336 0.563 1.887
H9 -2.723 -2.076 -2.003
H10 0.510 -0.704 0.523
H11 -2.394 0.946 4.136
H12 -2.991 -0.640 -0.187
H13 2.746 2.298 -3.169
H14 -2.701 -2.596 -4.725
H15 1.440 -0.310 2.728
H16 1.590 3.013 -1.123
H17 1.390 0.301 -5.635
H18 1.262 1.817 6.818
H19 1.619 -0.649 5.040
H20 -0.328 1.754 -0.268

For each atom in turn, the Mulliken charge in e is: -0.396, -0.533, -0.139, -1.420, -0.905, 0.738, -0.400, 0.611, -0.125, -0.787, 0.296, -1.378, -1.461, -0.635, -0.446, -0.481, -0.721, -0.413, -0.252, 0.521, 1.290, -0.464, 0.349, 0.415, 0.352, 0.329, 0.381, 0.322, 0.314, 0.391, 0.393, 0.507, 0.418, 0.272, 0.357, 0.321, 0.386, 0.409, 0.315, 0.322, 0.351, 0.595


What is the gap between HOMO and LUMO in the third record? 8.05 eV


Which of these has the lowest energy above the lowest of the compared OMol25 structures with the same formula, charge and spin? C19H20N2O